(1)
The following is a DFT calculation (ωB97M-V with the def2-TZVPD basis set) of the ion C12H17N2 with charge +1 at a distorted geometry.

XYZ file:
```
31
Properties=species:S:1:pos:R:3:mulliken_charge:R:1
C 2.36043 0.74021 0.28200 -0.8199
N 2.01603 -0.62786 -0.12859 -0.3061
C 1.06093 -0.53885 -1.22867 0.6650
C 1.36308 -1.00644 -2.50724 -1.0044
C 0.48619 -0.62581 -3.54974 -0.2688
C -0.77117 -0.05307 -3.30870 -0.7068
C -1.14990 0.22868 -2.00647 -0.7516
C -0.18687 0.10228 -0.99057 0.4846
C -0.58664 0.46293 0.34257 -0.4888
C -1.40030 1.38006 0.88558 -0.3347
C -1.46564 1.27245 2.37018 -0.9462
C -0.36667 0.19956 2.66910 -0.5255
N -0.30480 -0.52054 1.37213 0.2031
C -1.38182 -1.53818 1.21985 -0.7178
H 2.97701 1.43333 -0.47287 0.2677
H 1.62576 1.48548 0.59208 0.2093
H 3.16095 0.73175 1.07537 0.3978
H 2.83644 -1.26711 -0.14575 0.3401
H 2.41420 -1.08828 -2.60012 0.3525
H 0.75393 -0.68884 -4.57640 0.4307
H -1.37733 0.05351 -4.24581 0.3441
H -2.06337 0.69248 -1.70839 0.4883
H -1.81190 2.17322 0.30996 0.5771
H -1.32441 2.15821 3.00820 0.4182
H -2.48218 0.87428 2.50771 0.3264
H 0.62255 0.62693 2.86162 0.3503
H -0.64808 -0.46913 3.36714 0.4239
H 0.59356 -1.03723 1.03158 0.6059
H -1.42109 -1.74547 0.13903 0.3810
H -1.21659 -2.45532 1.84480 0.3172
H -2.31230 -0.95325 1.59042 0.2876
```

Output
HOMO-LUMO gap, eV: 9.2
SMILES string: CNc1ccccc1C1=CCC[N@H+]1C
HOMO level, eV: -12.182
Net charge: +1

---

(2)
The following is a DFT calculation (ωB97M-V with the def2-TZVPD basis set) of an isolated molecule of C12H17NO at a distorted geometry.

XYZ file:
```
31
Properties=species:S:1:pos:R:3:mulliken_charge:R:1
C 0.20655 3.09643 -0.16528 -0.9705
N -0.76988 2.06271 0.09442 -0.1987
O -0.74912 1.61251 1.46370 -0.5054
C -0.31205 0.78424 0.45982 0.7713
C 1.07963 0.30919 0.37380 -0.0526
C 1.73779 0.28053 -0.85170 -0.2118
C 3.02477 -0.21935 -0.93397 -0.8156
C 3.66262 -0.69067 0.20064 -0.4008
C 3.01029 -0.65972 1.42372 -0.7818
C 1.72363 -0.16367 1.51327 -0.1826
C -1.52229 -0.56453 0.09071 1.8103
C -1.52654 -1.40937 1.34757 -1.6414
C -1.05080 -1.31070 -1.13470 -1.7767
C -2.83526 0.15709 -0.12184 -1.6234
H 1.16095 2.93394 0.34809 0.3435
H 0.37068 3.12840 -1.24201 0.3424
H -0.22322 4.04281 0.15820 0.3376
H 1.24418 0.65424 -1.73666 0.4232
H 3.53442 -0.23919 -1.88481 0.4054
H 4.66843 -1.08295 0.13752 0.3988
H 3.51279 -1.02159 2.30974 0.3964
H 1.20526 -0.12565 2.45998 0.4713
H -2.28420 -2.18927 1.26921 0.4506
H -1.75983 -0.79137 2.21106 0.3311
H -0.56004 -1.88339 1.50368 0.3747
H -1.77114 -2.09343 -1.37332 0.4847
H -0.97751 -0.64527 -1.99086 0.3304
H -0.08248 -1.77933 -0.96796 0.3420
H -3.65248 -0.56179 -0.18573 0.4247
H -2.80793 0.74553 -1.03480 0.3565
H -3.03257 0.82810 0.71006 0.3662
```

Output
HOMO-LUMO gap, eV: 9.8
SMILES string: CN1O[C@@]1(c1ccccc1)C(C)(C)C
HOMO level, eV: -8.942

---

(3)
The following is a DFT calculation (ωB97M-V with the def2-TZVPD basis set) of a cluster of 2 separate species, C12H17NO in total at a distorted geometry.

XYZ file:
```
31
Properties=species:S:1:pos:R:3:mulliken_charge:R:1
C -0.52108 1.24590 -2.65932 -1.2813
C 0.03767 1.63046 -1.28246 -0.2838
C -1.05960 1.45180 -0.26846 0.3358
C -2.24298 2.07095 -0.18079 -0.8495
N -2.99407 1.48316 0.83670 -0.0902
C -2.18331 0.60947 1.50770 -0.2031
C -2.41412 0.10616 2.78903 -0.8690
C -1.43596 -0.73497 3.29161 -0.3388
C -0.17941 -0.84382 2.68852 -0.7140
C 0.10473 -0.11127 1.54927 -0.1508
C -0.90213 0.58825 0.89045 0.9042
H -0.90555 0.22803 -2.62153 0.3301
H 0.23372 1.38079 -3.43558 0.3853
H -1.30791 1.94597 -2.91074 0.4030
H 0.93918 1.10357 -0.97544 0.0772
H 0.42250 2.65274 -1.35873 0.3373
H -2.71336 2.88143 -0.70724 0.4277
H -3.78065 1.95507 1.24416 0.2402
H -3.40011 0.15956 3.23476 0.3109
H -1.69675 -1.35329 4.13554 0.4005
H 0.54635 -1.39415 3.26115 0.3821
H 1.05562 -0.32986 1.07342 0.1809
C 2.50509 -1.14033 -1.64193 -0.9400
C 3.13341 -2.09735 -0.63926 -0.1891
O 2.92208 -3.47800 -0.93449 -0.5302
H 1.45931 -1.05275 -1.35709 0.2188
H 2.52428 -1.55324 -2.64914 0.4010
H 2.95788 -0.15134 -1.63750 0.3390
H 4.17575 -1.89691 -0.44431 0.3497
H 2.73769 -1.86838 0.36415 0.1156
H 1.98173 -3.48763 -1.16245 0.3001
```

Output
HOMO-LUMO gap, eV: 8.8
SMILES string: CCc1c[nH]c2ccccc12.CCO
HOMO level, eV: -7.980

---

(4)
The following is a DFT calculation (ωB97M-V with the def2-TZVPD basis set) of a cluster of 2 separate species, C12H17NO4P in total at a distorted geometry.

XYZ file:
```
35
Properties=species:S:1:pos:R:3:mulliken_charge:R:1
C 3.67213 2.67400 0.29954 -1.7209
C 3.92954 1.37355 -0.44161 1.0064
C 5.34793 0.87869 -0.11592 -1.3643
C 2.87758 0.27554 -0.17706 -0.8969
C 1.81574 0.63397 0.85835 -0.3641
O 1.34381 -0.70979 1.38528 -0.3249
C 1.04597 -0.67817 2.60152 0.7466
N 0.81445 -0.68780 3.75189 -0.6345
P 0.34981 1.34681 0.14494 0.7769
O -0.48893 2.17034 1.03529 -0.7842
O 0.77451 2.24239 -1.14345 -0.5213
O -0.62880 0.16656 -0.41893 -0.5154
H 3.64000 2.48056 1.35615 0.3364
H 4.50022 3.34520 0.12765 0.5568
H 2.75988 3.13085 -0.04202 0.3102
H 3.92216 1.56397 -1.50271 0.2059
H 5.32243 0.06039 0.58747 0.3811
H 5.92974 1.66242 0.34080 0.3269
H 5.87539 0.57039 -1.00509 0.3063
H 2.45784 -0.06153 -1.11986 0.2662
H 3.38803 -0.58632 0.22052 0.3207
H -0.02855 2.64895 -1.46271 0.3011
H -1.51591 0.45072 -0.20131 0.2834
C -5.19192 -1.34755 0.67280 -0.4284
C -6.10467 -1.76956 -0.28397 -0.3282
C -5.67148 -2.49968 -1.38160 -0.3482
C -4.32611 -2.81249 -1.51883 -0.3429
C -3.41401 -2.39313 -0.56057 -0.3951
C -3.84648 -1.65810 0.53415 -0.4392
H -5.52809 -0.77499 1.52724 0.3617
H -7.15438 -1.52797 -0.17462 0.3443
H -6.38237 -2.82390 -2.13126 0.3437
H -3.98778 -3.38299 -2.37419 0.3537
H -2.36470 -2.63443 -0.66599 0.3822
H -3.13298 -1.32693 1.27812 0.4980
```

Output
HOMO-LUMO gap, eV: 6.4
HOMO level, eV: -3.559
Net charge: -1

---

(5)
The following is a DFT calculation (ωB97M-V with the def2-TZVPD basis set) of an isolated molecule of C12H17NOS at a distorted geometry.

XYZ file:
```
32
Properties=species:S:1:pos:R:3:mulliken_charge:R:1
C 0.64907 0.24432 -0.98080 -1.4066
C -2.42117 -1.99935 -0.44562 -0.6655
C -2.62606 -0.75082 0.39761 -1.2076
C -1.39665 -1.57026 -1.41425 -0.8724
C -1.26111 1.36695 1.01343 -1.5407
C 0.88864 2.41498 -0.00403 -1.1675
C -1.25676 -0.11776 0.72489 0.2433
C -0.60407 2.15922 -0.14793 0.0911
C -0.65126 1.04740 -1.19775 -1.0527
C -0.62648 -0.38206 -0.68430 1.7293
C 1.41206 1.05019 -0.17539 0.4638
C 2.87609 -1.86760 0.79898 -0.2109
N 2.63609 0.74000 0.38158 -0.3915
O 4.97859 -0.35525 0.17488 -0.6112
S 3.60753 -0.60613 -0.23127 0.4797
H -2.04149 -2.71987 0.23288 0.3236
H -3.27954 -2.47799 -0.95750 0.4043
H -3.19987 -0.18744 -0.28977 0.3395
H -3.19278 -0.90193 1.30743 0.4941
H -0.76712 -2.30808 -1.89834 0.3649
H -1.91928 -1.07700 -2.27409 0.3115
H -2.20629 1.82701 1.18156 0.4423
H -0.67988 1.57814 1.84183 0.4280
H 1.18724 3.04149 -0.81697 0.3848
H 1.21557 2.89386 0.83993 0.5506
H -0.67595 -0.71000 1.47450 0.5251
H -1.26238 3.06140 -0.46391 0.4189
H -0.80650 1.28419 -2.19424 0.5063
H 1.90705 -1.57688 0.76273 -0.2746
H 3.24214 -2.72106 0.36382 0.3526
H 3.11149 -1.87928 1.86104 0.2958
H 3.16309 1.49961 0.81906 0.2515
```

Output
HOMO-LUMO gap (alpha / beta), eV: 6.0 / 7.8
<S²>: 2.005
HOMO level (alpha / beta), eV: -5.154 / -8.914
Spin multiplicity: 3

---

(6)
The following is a DFT calculation (ωB97M-V with the def2-TZVPD basis set) of a structure of composition C12H17NPt.

XYZ file:
```
31
Properties=species:S:1:pos:R:3:mulliken_charge:R:1
Pt 0.28916 -1.47073 -0.40589 0.7381
C -3.30366 -2.90051 -1.18358 -1.4072
C -2.00057 -3.00302 -0.48123 1.0769
C -1.85047 -2.63959 0.88211 -0.4368
C -0.62834 -2.77916 1.54000 -0.5280
C 0.50527 -3.28398 0.85318 -0.6287
C 0.38460 -3.65412 -0.50877 -0.4994
C -0.84040 -3.45058 -1.17028 -0.2893
H -3.48888 -3.80954 -1.75914 0.3803
H -3.28234 -2.07585 -1.90399 0.3339
H -4.12487 -2.72953 -0.49238 0.4180
H -2.70567 -2.24784 1.41952 0.4216
H -0.52884 -2.47122 2.57310 0.4312
H 1.44175 -3.42910 1.37592 0.5357
H 1.22573 -4.08732 -1.03488 0.5033
H -0.90924 -3.66873 -2.22975 0.5296
C 0.02405 3.87798 -0.07155 -1.5238
C 1.27434 3.00653 0.14085 1.8187
C 1.80083 3.12361 1.58404 -1.5237
C 2.37531 3.34447 -0.88076 -1.5202
C 0.87671 1.60971 -0.07215 0.1806
N 0.53046 0.52623 -0.24929 -0.6222
H 0.32686 4.91378 0.07769 0.3994
H -0.75885 3.64120 0.64765 0.4014
H -0.36990 3.77818 -1.08199 0.4058
H 2.09427 4.16103 1.73963 0.4026
H 2.67593 2.49524 1.74445 0.3995
H 1.03067 2.87368 2.31277 0.3988
H 2.65730 4.38443 -0.72127 0.4012
H 2.01897 3.23988 -1.90471 0.4025
H 3.25981 2.72487 -0.73929 0.4002
```

Output
HOMO-LUMO gap (alpha / beta), eV: 9.7 / 7.3
<S²>: 2.012
HOMO level (alpha / beta), eV: -17.324 / -18.143
Spin multiplicity: 3
Net charge: +2